Entry 1:
Entry from the OMol25 dataset: C18H28CuN4S as an isolated structure (the ωB97M-V functional and the def2-TZVPD basis).

Structure (ORCA input):
```
! wB97M-V def2-TZVPD RIJCOSX def2/J DEFGRID3
* xyz 1 1
Cu 0.22498 0.11278 -0.13176
S 2.39742 -0.38831 -0.14214
N 3.23939 -1.05387 -2.58010
N -1.24016 1.43151 0.03770
N 2.73664 1.14640 -2.32363
N -1.39113 -1.32111 -0.06824
C 6.29044 -1.53026 -3.07599
C -4.92532 1.04012 0.04052
C 4.30882 -3.18163 -3.19870
C -2.24358 3.60142 0.19346
C 2.99954 3.59203 -2.25570
C 2.78818 -0.07796 -1.79164
C 5.80259 -2.97205 -2.94370
C -2.61169 -0.54188 -0.03980
C -3.65650 1.66380 0.07262
C -1.13568 2.73951 0.12838
C 4.41314 3.85008 -1.73098
C 5.41729 2.73287 -2.00976
C 3.38293 -2.46766 -2.21884
C -2.49028 0.87120 0.02232
C -3.49568 3.06452 0.15752
C -3.85260 -1.11044 -0.06814
C 2.31361 2.37078 -1.64919
C -5.01927 -0.31747 -0.03310
H -1.29327 -1.85892 0.78705
H 6.02880 -1.11201 -4.05310
H -2.08574 4.66792 0.26693
H 5.46103 2.49736 -3.07733
H 1.22632 2.46039 -1.72816
H 5.16928 1.81943 -1.46535
H 3.01904 3.49501 -3.34806
H 7.37584 -1.48697 -2.98454
H 6.41762 3.03519 -1.69952
H 2.39568 -2.93380 -2.21426
H 5.87288 -0.88540 -2.30010
H -5.81353 1.65920 0.07729
H -1.41554 -1.99041 -0.82836
H -0.13029 3.14073 0.15586
H 3.77810 -2.53119 -1.20677
H 4.35778 4.02400 -0.65265
H -4.37474 3.69625 0.19800
H 2.99846 1.24932 -3.29289
H 2.37899 4.46354 -2.04090
H -5.98825 -0.79746 -0.05588
H 6.03895 -3.34243 -1.94238
H 4.77606 4.77778 -2.17756
H -3.94399 -2.18982 -0.11375
H 2.56280 2.27659 -0.59332
H 4.09076 -4.24825 -3.13350
H 3.50758 -0.81510 -3.52349
H 4.05742 -2.88220 -4.22380
H 6.35516 -3.59956 -3.64558
*
```

## Properties
LUMO, eV: -3.08
HOMO-LUMO gap, Ha: 0.2877
HOMO level, eV: -10.908
Energy, Ha: -2960.2612

Entry 2:
Entry from the OMol25 dataset: a 2-piece molecular cluster, C18H28FIO5P overall in a non-equilibrium geometry (the ωB97M-V functional and the def2-TZVPD basis).

Structure (ORCA input):
```
! wB97M-V def2-TZVPD RIJCOSX def2/J DEFGRID3
* xyz 1 1
I -1.83183 1.11934 4.42066
P 0.86523 0.51211 -0.31032
F 0.93400 0.50484 -1.85448
O 6.14401 -0.72694 0.48936
O -4.44469 0.92294 0.83890
O -1.04978 -2.08879 -1.39639
O -3.15600 -1.76525 -0.85301
O -5.50850 3.37833 -3.72776
C -0.42760 1.64753 0.22448
C -4.77573 0.73244 -1.48000
C -1.82174 0.99396 2.27768
C 3.87335 -0.98489 -0.23434
C 0.44046 -1.14272 0.29189
C -4.94109 2.95084 -0.25341
C -5.27544 2.81536 -2.68315
C -2.06939 -3.36295 0.50945
C -4.70276 1.48901 -0.20832
C 5.32938 -1.37819 -0.45918
C -0.50933 1.58690 1.77786
C -2.14047 -2.33859 -0.59728
C -5.20628 3.56816 -1.40202
C 0.24122 -2.18313 -0.83331
C -5.03973 1.34906 -2.62997
C 3.66973 0.51712 -0.48196
C 2.45867 1.09330 0.30275
C 6.90720 -1.56250 1.34976
H -5.09709 0.82081 -3.57315
H 2.54141 0.87075 1.36531
H 4.54694 1.05213 -0.12147
H 6.78399 -1.20957 2.37646
H -0.39367 2.58950 2.18449
H -2.51931 -4.29579 0.17626
H -5.38610 4.63403 -1.46237
H 0.30868 1.00311 2.21133
H -1.92328 -0.06720 2.05839
H 1.23899 -1.48045 0.95356
H -1.07599 -3.54868 0.91100
H -2.69000 -2.98350 1.32038
H 2.44522 2.17790 0.16057
H 0.92786 -1.97193 -1.65245
H -4.59698 -0.33419 -1.41520
H -1.36173 1.35456 -0.25880
H 3.27120 -1.55349 -0.95680
H -0.45350 -1.02963 0.90468
H 0.49860 -3.17648 -0.46690
H 7.96793 -1.48642 1.10856
H 3.52112 0.72236 -1.54068
H 5.61341 -1.01870 -1.45710
H -2.69934 1.48374 1.86902
H -0.13662 2.65092 -0.08612
H 3.55110 -1.26447 0.77134
H 5.46267 -2.46079 -0.46653
H 6.58364 -2.60300 1.31614
H -4.89202 3.47715 0.69222
*
```

## Properties
LUMO, eV: -3.53
HOMO-LUMO gap, Ha: 0.3160
HOMO level, eV: -12.124
Energy, Ha: -1817.5352

Entry 3:
Entry from the OMol25 dataset: C18H28FeNO5P2 as an isolated structure in a non-equilibrium geometry (the ωB97M-V functional and the def2-TZVPD basis).

Structure (ORCA input):
```
! wB97M-V def2-TZVPD RIJCOSX def2/J DEFGRID3
* xyz 2 6
Fe -0.05879 0.14244 -0.34986
P -0.58442 0.89256 1.76179
P 0.03639 -1.04514 -2.29877
O 4.59688 -2.13065 1.88089
O 2.19326 -1.50636 1.04069
O -0.01692 -2.81271 0.71708
O -2.49590 -2.40551 2.04486
O 1.99409 0.45920 0.02433
N -1.91193 0.53574 -0.82441
C 6.28124 -0.47515 1.91028
C 6.70521 0.81667 1.61178
C -0.07764 0.17228 3.34320
C -4.40005 1.44692 -1.56810
C 2.70973 -0.37667 0.65257
C 5.85784 1.71734 0.94788
C 4.11381 0.03044 0.92069
C -2.23184 0.56003 -2.14024
C -2.33514 0.73297 1.51130
C -0.69150 -2.69594 -2.47060
C -2.82930 0.82033 0.17931
C 4.97892 -0.87697 1.57391
C -1.23343 0.02717 -3.14177
C -3.45695 1.07441 -2.53932
C -4.11628 1.25629 -0.22819
C -0.34611 2.70076 1.81660
C 4.57058 1.31586 0.60816
C 1.54193 -1.00950 -3.27855
H -3.23638 -2.79784 1.54555
H 0.58901 -1.85170 0.76512
H 7.70868 1.12106 1.89196
H 3.64316 -2.18161 1.60433
H 1.34580 -1.31414 -4.31443
H -0.25607 0.90109 4.14750
H 2.24839 -1.71018 -2.81433
H 0.99528 -0.07341 3.32989
H -0.65687 -0.74137 3.53549
H 3.88125 1.97131 0.09085
H 1.98482 -0.00536 -3.25077
H -0.45773 3.04003 2.85497
H 6.92760 -1.19898 2.40270
H -0.87808 -2.70679 1.17149
H -1.12912 3.15984 1.19210
H -4.85169 1.43952 0.54149
H -1.71963 -2.67188 -2.08144
H -5.37324 1.82480 -1.89888
H 6.17695 2.72700 0.70026
H -2.69223 -1.46653 2.02146
H -0.71142 -2.95936 -3.53604
H -0.70899 0.85454 -3.65066
H -3.64259 1.17109 -3.61162
H -0.08149 -3.43186 -1.92947
H -1.69355 -0.58508 -3.93737
H -3.02714 0.86539 2.35255
H 0.63425 3.00362 1.42503
H 0.42138 -3.49915 1.27183
*
```

## Properties
LUMO (alpha / beta), eV: -6.33 / -8.55
HOMO-LUMO gap (alpha / beta), Ha: 0.2407 / 0.1590
HOMO level (alpha / beta), eV: -12.880 / -12.876
<S²>: 8.796
Energy, Ha: -3079.5233

Entry 4:
Entry from the OMol25 dataset: C18H28N2O4PS3Se2TaTe as an isolated structure in a non-equilibrium geometry (the ωB97M-V functional and the def2-TZVPD basis).

Structure (ORCA input):
```
! wB97M-V def2-TZVPD RIJCOSX def2/J DEFGRID3
* xyz 2 1
Ta 0.24121 0.95285 0.15145
Te -0.02081 2.89130 2.17033
Se 1.29873 3.11001 -1.20965
Se 3.06771 0.57822 -0.37580
S -0.18360 0.49320 -2.22142
S 2.57511 -0.14361 3.06282
S 0.57132 -1.44832 0.14881
P -1.95536 1.80162 1.33686
O -1.65201 1.74794 -0.15885
O -1.80934 0.22816 1.67250
O -3.36123 2.29900 1.73319
O 1.39453 0.14270 2.12920
N -1.23613 -4.08022 -6.20045
N 0.06381 -6.52332 -3.27671
C -0.50904 -1.74691 -3.72097
C -4.53818 2.36652 0.84476
C 2.50489 2.38076 -2.60413
C 4.37951 1.95493 0.11434
C 1.82628 -0.26836 4.69232
C 3.03771 0.98880 -2.29221
C -0.12372 -3.98289 -2.87725
C -0.04338 -5.39377 -3.10016
C -2.21651 -1.83065 2.85627
C -0.17662 -1.23167 -2.47007
C -0.89029 -3.65299 -5.19229
C 0.16518 -2.08788 -1.42575
C -0.49722 -3.11626 -3.92526
C 0.19582 -3.46430 -1.63373
C 0.03226 4.00319 -2.37205
C 2.95673 -1.88374 2.81955
C -2.19414 -0.32519 2.97124
C -5.14657 0.99934 0.64004
H -1.24050 -2.20777 2.55282
H 5.17891 1.90538 -0.62108
H 1.01783 -0.99685 4.66883
H 3.24397 -2.01870 1.77853
H 2.60038 -0.58052 5.39440
H -6.04177 1.10336 0.02800
H -1.46851 0.01798 3.71285
H -0.69518 4.52134 -1.75345
H 0.59347 4.72578 -2.95904
H -4.23138 2.81727 -0.09796
H -4.45575 0.33096 0.12283
H 3.79407 -2.14009 3.46971
H 0.46158 -4.12530 -0.81954
H -5.43069 0.55773 1.59499
H 1.94979 2.38238 -3.54073
H 3.93826 2.94761 0.14022
H 1.46020 0.71711 4.97280
H 4.05156 0.86811 -2.67125
H -0.45475 3.27268 -3.01306
H 2.08583 -2.49315 3.05284
H -2.95617 -2.14603 2.12137
H -3.17533 0.07194 3.22748
H 3.31052 3.10860 -2.66898
H -5.21645 3.03971 1.35988
H 4.77864 1.69513 1.09110
H -2.48243 -2.26044 3.82130
H -0.79275 -1.08320 -4.52675
H 2.42002 0.21052 -2.72507
*
```

## Properties
LUMO, eV: -7.69
HOMO-LUMO gap, Ha: 0.2293
HOMO level, eV: -13.932
Energy, Ha: -7776.5349